Molecular formula: C3H2N3O2
Method: DFT, ωB97M-V/def2-TZVPD

**E_tot**: -11692.4893 eV
**Charge**: +1
**Energy above the lowest of the compared OMol25 structures with the same formula, charge and spin**: 136.94 kcal per mole
**LUMO**: -7.951 eV

```
10
Properties=species:S:1:pos:R:3:forces:R:3
C 1.793811 -0.442213 -0.364717 -0.603 0.720 0.296
C -1.223739 -0.935460 -0.301759 3.111 1.909 -1.450
C -1.698115 -0.696313 0.888942 0.149 -0.785 0.713
N 2.843003 -0.834412 -0.149282 1.295 -0.664 -0.157
N 0.329964 1.326016 -0.191168 0.697 -0.639 -1.815
N 0.564119 0.074078 -0.352870 -2.285 -1.621 0.356
O -2.166545 -0.513422 1.899065 -0.681 0.517 0.900
O -0.754722 1.651103 0.112953 -1.376 1.816 0.834
H -0.702236 -1.611812 -0.907506 -0.462 -1.482 -0.448
H 1.014459 1.982435 -0.633658 0.155 0.229 0.770
```
Positions in Å, forces in eV/Å.

***

Molecular formula: C54H44InN5OP2S4
Method: DFT, ωB97M-V/def2-TZVPD

**E_tot**: -133285.8588 eV
**Charge**: +2
**LUMO**: -6.113 eV

```
111
Properties=species:S:1:pos:R:3:forces:R:3
In -0.346800 -0.758200 0.110400 -0.756 0.044 -0.183
O 0.431500 -3.465300 -1.485900 -0.060 -0.308 0.051
S 2.317800 -1.502900 0.352900 -0.292 0.007 -0.203
C 3.130000 -2.356900 -0.962900 -0.086 -0.229 -0.096
C 3.810900 -3.558200 -0.932400 -0.057 -0.034 0.083
C 4.550200 -3.929800 -2.044300 0.013 0.057 -0.026
C 4.640400 -3.087800 -3.141100 0.031 -0.053 -0.071
C 3.948300 -1.886000 -3.170500 0.017 -0.069 0.152
C 3.157200 -1.518200 -2.092900 -0.291 0.030 0.285
P 2.163000 0.031200 -1.990000 0.503 0.246 -0.678
C 1.331200 0.254700 -3.589500 0.256 -0.266 0.122
C 0.244700 1.269600 -3.388100 0.167 0.036 -0.146
C -0.517200 1.787400 -4.622300 0.154 0.238 -0.138
C -0.305400 0.939700 -5.831800 0.227 -0.097 -0.058
C 0.546100 -0.087100 -5.857100 -0.428 0.292 -0.481
C 1.392300 -0.437800 -4.734400 0.289 0.292 0.627
C 3.487200 1.294000 -2.032700 -0.319 -0.062 0.073
C 3.615900 2.251600 -3.032200 -0.035 -0.133 0.097
C 4.606800 3.214400 -2.929500 0.086 0.156 -0.029
C 5.466900 3.231400 -1.843800 -0.029 0.006 -0.066
C 5.340600 2.274100 -0.849700 0.053 -0.006 0.064
C 4.350600 1.316400 -0.940300 -0.091 -0.033 0.006
C 2.018000 -2.278400 1.919000 0.085 -0.268 0.146
C 2.092000 -3.614200 2.251700 0.119 0.003 -0.011
C 1.819000 -3.990500 3.559300 0.022 0.049 -0.096
C 1.483700 -3.035500 4.503200 -0.068 0.041 0.093
C 1.369900 -1.696400 4.154200 0.018 -0.195 -0.121
C 1.597600 -1.305500 2.842200 -0.104 -0.020 -0.333
P 1.749900 0.406300 2.153700 -0.089 0.521 0.933
C 3.088000 0.800000 3.332500 -0.099 0.218 -0.220
C 2.834800 1.328100 4.595000 0.181 -0.037 -0.111
C 3.895900 1.557100 5.454900 -0.110 0.061 0.141
C 5.190300 1.242400 5.072900 0.085 -0.001 0.006
C 5.432200 0.676800 3.832700 0.022 0.002 -0.021
C 4.381600 0.460600 2.958500 -0.099 0.107 -0.025
C 0.280600 1.499500 2.576200 0.779 -0.115 0.426
C -0.707600 0.854700 3.462100 0.052 -0.001 0.971
C -2.124800 1.388500 3.624700 -0.134 0.207 0.036
C -1.789500 3.895700 2.600200 0.310 -0.040 0.422
C -1.321000 3.928200 1.173700 0.069 0.160 -0.043
C -0.130100 3.381500 1.012400 -0.023 0.160 -0.013
H 3.791800 -4.187800 -0.057800 0.038 -0.051 0.083
H 5.084500 -4.866000 -2.035200 0.099 -0.101 -0.009
H 5.271400 -3.360600 -3.970600 0.074 -0.049 -0.139
H 4.067000 -1.212700 -4.005600 -0.013 0.040 -0.111
H 0.605400 2.079600 -2.744300 -0.110 0.059 -0.012
H -0.366700 2.840400 -4.873300 0.020 -0.072 0.034
H -0.878600 1.206800 -6.706000 -0.022 -0.057 -0.179
H 0.661700 -0.668200 -6.758400 -0.025 -0.029 -0.172
H 2.091400 -1.246500 -4.883600 0.090 -0.049 0.108
H 2.957400 2.245500 -3.890000 -0.011 -0.021 -0.079
H 4.710800 3.956200 -3.705300 0.014 0.090 -0.105
H 6.236400 3.984200 -1.772400 0.066 0.074 -0.018
H 6.011900 2.276700 -0.005500 0.090 0.007 0.112
H 4.237500 0.568000 -0.166600 0.055 -0.014 0.096
H 2.339100 -4.357200 1.511800 0.085 -0.087 -0.046
H 1.884800 -5.031700 3.837000 -0.006 -0.059 0.043
H 1.314800 -3.333500 5.525100 -0.056 -0.027 0.128
H 1.143400 -0.970400 4.922200 -0.021 0.039 0.009
H 1.828000 1.590600 4.889600 -0.093 0.039 0.076
H 3.712700 1.994200 6.425800 -0.014 0.017 0.062
H 6.013700 1.449700 5.738300 0.061 -0.029 0.099
H 6.435500 0.415800 3.535400 0.132 -0.008 -0.001
H 4.564500 0.037100 1.980600 0.069 -0.055 -0.073
H -0.449400 -0.004800 4.062100 -0.017 -0.033 -0.127
H -2.763900 0.960100 4.376900 -0.144 -0.101 -0.014
H -2.431400 4.730100 2.875600 -0.016 -0.030 -0.027
H -1.963800 4.314500 0.400000 -0.057 0.018 -0.231
H 0.406400 3.250900 0.084000 0.034 0.009 -0.212
N -1.301600 1.004400 -1.414900 0.274 -0.237 0.740
C -1.085900 0.693700 -2.816500 -0.124 0.050 -0.183
C -1.870100 1.509700 -3.889600 -0.095 -0.043 -0.010
C -2.876300 0.783100 -4.706100 -0.164 -0.261 -0.006
C -2.834600 -0.541100 -4.848300 -0.265 0.491 -0.027
C -1.920500 -1.356200 -4.068200 0.441 -0.107 0.452
C -1.796600 -2.738300 -4.265900 0.212 0.248 0.292
C -0.974100 -3.481700 -3.447800 -0.016 0.080 -0.007
C -0.354100 -2.842800 -2.376200 -0.151 -0.084 -0.380
N -0.493900 -1.541300 -2.167900 0.155 -0.385 1.061
C -1.187300 -0.795500 -3.020400 -0.599 -0.040 -0.655
H -2.295900 1.001100 -1.197700 0.053 0.021 0.098
H -0.932000 1.922700 -1.184100 -0.068 0.016 0.016
H -2.295400 2.425600 -3.474800 0.106 -0.009 0.082
H -3.595700 1.378100 -5.246500 -0.127 0.008 -0.128
H -3.513100 -1.057800 -5.509900 -0.116 -0.012 -0.088
H -2.338400 -3.218100 -5.066200 -0.065 -0.050 -0.112
H -0.828400 -4.535200 -3.616600 0.007 -0.202 0.016
H 0.486300 -4.415800 -1.670000 -0.036 0.204 0.021
C 2.024400 3.383900 2.215200 0.047 0.182 0.098
C 0.558100 2.977900 2.289900 -0.229 0.470 0.513
N -0.838900 0.756300 1.999400 0.108 -1.284 -2.138
C -2.245100 1.275400 2.098900 -0.420 0.442 0.663
C -2.514800 2.578400 2.810900 0.120 -0.135 0.029
S -0.273500 3.972600 3.605800 0.087 0.084 -0.591
C -3.251900 0.590600 1.294800 -0.836 0.133 -0.085
C -4.589900 0.865700 1.297200 0.096 -0.156 -0.191
S -5.435600 -0.220900 0.280400 0.708 -0.061 0.186
C -3.941300 -0.985400 -0.109700 -0.587 0.142 0.020
N -2.907200 -0.447400 0.475000 0.647 -0.156 -0.122
C -3.903800 -2.154100 -1.016900 0.038 -0.244 -0.115
H 2.568600 2.790000 1.476700 0.065 0.044 0.023
H 2.512100 3.305400 3.181800 0.099 0.014 -0.086
H 2.066100 4.427300 1.908500 -0.030 0.029 -0.056
H -3.588100 2.737500 2.889900 0.039 -0.224 -0.045
H -5.119300 1.619800 1.839800 -0.113 0.201 0.158
H -4.913300 -2.420400 -1.317800 -0.004 -0.063 -0.131
H -3.453100 -3.006200 -0.507600 -0.015 0.012 0.012
H -3.309200 -1.936900 -1.904500 -0.050 -0.021 -0.054
S -1.098900 -3.043000 1.085100 0.646 0.173 -1.048
C -1.675300 -2.289800 2.437800 -0.211 -0.001 0.423
N -2.058500 -1.752000 3.380200 -0.320 0.245 0.490
```
Positions in Å, forces in eV/Å.

***

Question: Which value of E_tot does entry 2 give?
Answer: -133285.8588 eV

***

Question: Among the records above, which one has the lowest E_tot?
Answer: C54H44InN5OP2S4